Record 1
18
Properties=species:S:1:pos:R:3 method="wB97M-V/def2-TZVPD" e_above_lowest_ev=0.5087 orbital_gap_ev=9.669 homo_ha=-0.3370 total_energy_ha=-418.4423 e_lumo_ev=0.5
C -0.41 4.96 2.37
C 0.26 3.62 2.26
N 1.18 3.42 1.30
O -0.19 2.65 2.86
H -1.06 5.12 1.49
H 0.34 5.77 2.40
H -1.03 5.02 3.28
H 1.57 4.16 0.71
H 1.50 2.46 1.19
C 0.25 5.34 -2.97
C 0.81 5.81 -1.69
N 0.45 6.98 -1.27
O 1.56 5.12 -1.00
H 0.53 4.29 -3.15
H 0.62 5.95 -3.80
H -0.85 5.41 -2.95
H -0.06 7.68 -1.81
H 0.76 7.20 -0.32

---

Record 2
18
Properties=species:S:1:pos:R:3 method="wB97M-V/def2-TZVPD" e_above_lowest_ev=3.2390 orbital_gap_ev=10.003 homo_ha=-0.3461 total_energy_ha=-418.3419 e_lumo_ev=0.6
C -1.27 -0.30 -0.12
N 0.06 0.20 0.15
C 0.19 1.64 0.03
C 1.09 -0.52 -0.47
N 1.10 -2.00 0.09
C 2.41 0.10 -0.03
O 3.35 0.39 -0.77
O 2.37 0.35 1.30
H -1.84 0.13 -1.13
H -1.28 -1.39 -0.10
H -1.73 0.16 0.78
H 0.02 2.09 -0.95
H -0.72 2.06 0.64
H 1.22 2.01 0.34
H 1.13 -0.67 -1.49
H 0.81 -2.00 1.14
H 0.29 -2.39 -0.34
H 1.72 -0.15 1.80

---

Record 3
18
Properties=species:S:1:pos:R:3 method="wB97M-V/def2-TZVPD" e_above_lowest_ev=0.5624 orbital_gap_ev=10.228 homo_ha=-0.3560 total_energy_ha=-418.4403 e_lumo_ev=0.5
C 0.48 -2.37 -2.35
C 1.00 -1.43 -1.26
N 1.18 -1.95 -0.02
O 1.25 -0.28 -1.55
H 0.65 -3.43 -2.15
H 1.04 -2.06 -3.22
H -0.58 -2.23 -2.52
H 1.54 -1.33 0.68
H 0.72 -2.81 0.23
C 0.12 1.53 1.73
C -1.00 2.53 1.56
N -1.98 2.18 0.68
O -1.07 3.54 2.23
H 0.74 1.45 0.84
H -0.28 0.58 2.06
H 0.78 1.94 2.50
H -2.57 2.89 0.27
H -2.02 1.25 0.29

---

Record 4
18
Properties=species:S:1:pos:R:3 method="wB97M-V/def2-TZVPD" e_above_lowest_ev=0.3928 orbital_gap_ev=9.778 homo_ha=-0.3390 total_energy_ha=-418.4465 e_lumo_ev=0.6
C 0.89 -1.01 -2.59
C -0.47 -0.70 -2.01
N -1.53 -1.15 -2.73
O -0.61 -0.14 -0.94
H 1.54 -1.28 -1.75
H 1.32 -0.08 -2.95
H 0.90 -1.78 -3.35
H -2.44 -1.23 -2.31
H -1.48 -1.37 -3.71
C 1.20 0.72 2.86
C -0.21 1.25 2.88
N -0.86 1.16 1.68
O -0.74 1.68 3.88
H 1.68 0.84 1.89
H 1.16 -0.35 3.08
H 1.84 1.18 3.60
H -1.85 1.28 1.66
H -0.34 0.99 0.84

---

Record 5
18
Properties=species:S:1:pos:R:3 method="wB97M-V/def2-TZVPD" e_above_lowest_ev=4.5974 orbital_gap_ev=8.804 homo_ha=-0.2926 total_energy_ha=-418.2920 e_lumo_ev=0.8
C 0.86 0.21 -1.23
C -0.29 0.80 -2.02
H -1.16 0.14 -2.02
H 1.75 0.84 -1.22
H 1.15 -0.80 -1.50
H 0.00 -0.41 -0.09
H -0.58 1.75 -1.59
H 0.00 0.96 -3.06
C 0.59 0.47 0.64
C -0.80 -1.16 0.97
N 1.76 -0.01 1.24
N -1.94 -0.58 1.35
O 0.04 1.53 0.91
O -0.44 -2.31 1.10
H 1.88 -1.02 1.16
H 1.82 0.30 2.20
H -2.67 -1.12 1.81
H -1.97 0.43 1.37

---

Record 6
18
Properties=species:S:1:pos:R:3 method="wB97M-V/def2-TZVPD" e_above_lowest_ev=1.7995 orbital_gap_ev=10.404 homo_ha=-0.3609 total_energy_ha=-418.3948 e_lumo_ev=0.6
C -0.29 -2.09 -0.17
C 1.18 -1.87 -0.14
N 1.69 -0.95 -0.96
O 1.93 -2.44 0.60
H -0.59 -2.10 -1.25
H -0.87 -1.29 0.43
H -0.45 -3.16 0.39
H 2.68 -0.79 -1.18
H 1.11 -0.54 -1.80
C 0.02 1.18 1.15
C -0.45 1.95 -0.05
N -1.80 2.19 -0.07
O 0.29 2.60 -0.78
H 0.33 0.09 0.92
H -0.78 1.16 1.93
H 0.86 1.67 1.68
H -2.26 2.81 -0.83
H -2.61 1.59 0.14

---

Record 7
18
Properties=species:S:1:pos:R:3 method="wB97M-V/def2-TZVPD" e_above_lowest_ev=1.9575 orbital_gap_ev=10.228 homo_ha=-0.3450 total_energy_ha=-418.3890 e_lumo_ev=0.8
C -0.16 1.64 -2.06
N -0.05 1.86 -0.58
C -0.32 0.98 0.41
O -0.49 1.43 1.55
C -0.37 -0.55 0.24
N 0.61 -0.96 -0.75
C -0.09 -1.14 1.63
O 0.34 -2.50 1.43
H -1.14 1.94 -2.42
H -0.02 0.57 -2.18
H 0.72 2.15 -2.44
H -0.04 2.83 -0.28
H -1.38 -0.89 -0.01
H 1.57 -0.70 -0.58
H 0.59 -1.98 -0.78
H 0.74 -0.62 2.13
H -0.83 -1.09 2.43
H 0.30 -2.97 2.26

---

Record 8
18
Properties=species:S:1:pos:R:3 method="wB97M-V/def2-TZVPD" e_above_lowest_ev=2.2620 orbital_gap_ev=9.707 homo_ha=-0.3232 total_energy_ha=-418.3778 e_lumo_ev=0.9
C 2.02 0.77 -0.24
C 0.79 0.73 0.62
O -0.42 1.40 -0.18
C -1.16 0.25 -0.03
N -1.49 -0.39 -1.25
O -2.27 0.39 0.81
C 0.05 -0.57 0.78
N 0.63 -1.72 0.16
H 2.35 1.80 -0.38
H 1.81 0.33 -1.22
H 2.80 0.19 0.24
H 0.89 1.31 1.54
H -2.30 -0.98 -1.18
H -1.57 0.27 -2.01
H -2.54 1.32 0.77
H -0.28 -0.76 1.80
H 0.31 -2.58 0.60
H 0.39 -1.77 -0.83